1.
Below is a cluster of 11 separate species, CH24O11 in total in a non-equilibrium geometry, with properties calculated with wB97M-V/def2-TZVPD.

The geometry in XYZ format:
```
36
Properties=species:S:1:pos:R:3
O 1.856 2.908 0.585
H 2.663 3.285 0.263
H 1.971 2.993 1.509
H 1.496 2.013 0.447
C -0.054 -0.142 -0.223
O 1.127 0.593 -0.523
H 0.123 -1.313 -0.045
H -0.824 0.332 -1.065
H -0.403 0.111 0.775
O -3.393 0.072 1.977
H -3.258 0.608 1.220
H -2.569 0.143 2.338
O -3.546 0.661 -1.146
H -2.679 1.010 -1.304
H -3.793 0.014 -1.845
O 0.646 -3.735 0.613
H -0.227 -3.870 0.612
H 0.633 -3.065 -0.011
O -0.946 -0.234 2.983
H -0.730 0.270 3.903
H -0.295 -0.451 2.450
O 2.021 -0.434 -2.772
H 2.851 -0.664 -2.890
H 1.675 -0.416 -1.880
O -1.915 0.934 -3.445
H -2.518 1.529 -3.973
H -1.252 1.528 -3.327
O 2.950 -1.025 0.509
H 2.154 -0.661 -0.104
H 2.611 -1.423 1.313
O 0.880 -2.515 3.013
H 1.295 -3.171 3.521
H 0.762 -2.995 2.079
O 0.260 2.376 -2.217
H -0.180 2.967 -1.761
H 0.608 1.766 -1.578
```

Calculated values
Frontier orbital gap   7.86 eV
Multiplicity   1
LUMO energy   -1.47 eV

2.
Below is a structure of composition CH26FeO16 in a non-equilibrium geometry, with properties calculated with wB97M-V/def2-TZVPD.

The geometry in XYZ format:
```
44
Properties=species:S:1:pos:R:3
Fe 2.557 34.047 30.876
C 0.576 33.587 31.070
O 1.445 33.383 31.906
O 0.993 34.272 30.129
O -0.534 33.095 31.058
O 2.505 35.206 31.930
H 3.176 35.762 32.327
H 1.702 35.423 32.403
O 2.738 33.544 34.099
H 2.255 34.196 34.607
H 2.218 33.427 33.304
O 1.210 32.959 27.982
H 0.311 32.821 28.279
H 1.655 33.347 28.736
O -1.064 35.390 29.974
H -0.407 34.694 29.977
H -1.772 35.050 29.427
O -0.812 32.493 29.001
H -0.344 32.625 29.825
H -1.737 32.506 29.246
O -0.341 30.863 31.055
H 0.102 31.077 30.234
H -0.473 31.708 31.484
O 1.087 32.018 33.419
H 1.119 32.538 32.616
H 1.262 31.122 33.132
O 0.533 35.408 33.070
H -0.203 35.476 33.678
H 0.643 34.468 32.930
O 0.109 35.168 27.825
H 0.705 34.692 28.403
H 0.003 34.596 27.066
O -2.536 33.643 31.214
H -1.584 33.560 31.160
H -2.869 32.987 30.601
O 0.412 36.566 31.255
H 0.388 36.177 32.129
H 0.059 35.887 30.680
O -1.155 32.345 32.913
H -1.252 32.900 32.140
H -0.217 32.359 33.103
O 2.620 32.709 29.943
H 3.378 32.395 29.450
H 1.995 31.985 29.911
```

Calculated values
Frontier orbital gap (alpha / beta)   8.46 / 7.90 eV
Multiplicity   5
LUMO energy (alpha / beta)   -1.21 / -1.77 eV

3.
Below is a structure of composition CH2BF3 in a non-equilibrium geometry, with properties calculated with wB97M-V/def2-TZVPD.

The geometry in XYZ format:
```
7
Properties=species:S:1:pos:R:3
B -0.610 1.053 -0.008
C 0.284 -0.816 -0.044
F 0.951 -1.071 1.144
F -0.505 -1.813 -0.225
F 1.218 -0.719 -0.973
H -0.315 1.790 1.025
H -1.023 1.577 -0.919
```

Calculated values
Frontier orbital gap   10.07 eV
Multiplicity   1
LUMO energy   -0.86 eV

4.
Below is the molecule CH2BF3 in a non-equilibrium geometry, with properties calculated with wB97M-V/def2-TZVPD.

The geometry in XYZ format:
```
7
Properties=species:S:1:pos:R:3
B -1.002 -0.160 0.150
C 0.784 0.210 -0.201
F 1.502 -0.800 0.420
F -2.273 0.510 0.312
F 1.125 1.390 0.257
H 0.832 0.117 -1.227
H -0.968 -1.267 0.290
```

Calculated values
Frontier orbital gap   10.57 eV
Multiplicity   1
LUMO energy   -0.04 eV
SMILES   FBC(F)F

5.
Below is the molecule CH2BrCl2P in a non-equilibrium geometry, with properties calculated with wB97M-V/def2-TZVPD.

The geometry in XYZ format:
```
7
Properties=species:S:1:pos:R:3
C 0.718 -0.209 -0.103
P -1.028 0.514 -0.555
Cl -2.055 -1.293 -0.438
Cl -1.613 1.367 1.221
Br 1.947 1.259 -0.012
H 0.901 -0.712 0.903
H 1.131 -0.925 -1.017
```

Calculated values
Frontier orbital gap   10.42 eV
Multiplicity   1
LUMO energy   0.41 eV
SMILES   ClP(Cl)CBr

6.
Below is a cluster of 2 separate species, CH2BrClO in total in a non-equilibrium geometry, with properties calculated with wB97M-V/def2-TZVPD.

The geometry in XYZ format:
```
6
Properties=species:S:1:pos:R:3
C -1.967 0.076 -0.557
O -1.328 -0.818 0.022
Cl 2.941 1.352 0.153
Br -3.760 0.590 0.075
H 2.327 2.031 -0.776
H -1.680 -1.410 0.898
```

Calculated values
Frontier orbital gap   9.17 eV
Multiplicity   1
LUMO energy   0.04 eV

7.
Below is the ion CH2BrN2 with charge +1 in a non-equilibrium geometry, with properties calculated with wB97M-V/def2-TZVPD.

The geometry in XYZ format:
```
6
Properties=species:S:1:pos:R:3
C 0.157 -0.231 -0.799
N 0.339 0.865 0.034
N -0.825 -0.142 0.033
Br 1.130 0.906 1.697
H 0.364 -0.736 -1.778
H -1.165 -0.662 0.813
```

Calculated values
Frontier orbital gap   8.29 eV
Multiplicity   1
LUMO energy   -7.42 eV
SMILES   BrN1C=[NH+]1
Total charge   +1

8.
Below is a cluster of 2 separate species, CH2BrNO in total in a non-equilibrium geometry, with properties calculated with wB97M-V/def2-TZVPD.

The geometry in XYZ format:
```
6
Properties=species:S:1:pos:R:3
C -1.332 -1.837 1.321
N 0.672 0.829 -0.448
O -0.717 -1.061 1.867
Br -0.891 -0.006 -1.059
H 1.494 0.254 -0.830
H 0.774 1.821 -0.852
```

Calculated values
Frontier orbital gap   9.69 eV
Multiplicity   1
LUMO energy   0.17 eV

9.
Below is a structure of composition CH2BrNOS in a non-equilibrium geometry, with properties calculated with wB97M-V/def2-TZVPD.

The geometry in XYZ format:
```
7
Properties=species:S:1:pos:R:3
C -0.925 -0.895 -0.200
N -0.885 0.262 0.183
O -0.957 -1.979 -0.576
S 2.484 -0.594 0.374
Br 1.820 1.420 -0.161
H -1.757 0.840 0.530
H 0.220 0.947 -0.149
```

Calculated values
Frontier orbital gap (alpha / beta)   5.25 / 7.06 eV
Multiplicity   3
LUMO energy (alpha / beta)   -0.30 / -1.12 eV

10.
Below is the ion CH2BrO3P with charge -2 in a non-equilibrium geometry, with properties calculated with wB97M-V/def2-TZVPD.

The geometry in XYZ format:
```
8
Properties=species:S:1:pos:R:3
C 0.465 -0.148 0.714
O -1.926 -0.398 -0.910
O -0.473 1.648 -1.055
O 0.496 -0.646 -1.847
P -0.518 0.125 -0.962
Br -0.317 0.511 2.359
H 0.712 -1.258 1.120
H 1.560 0.166 0.580
```

Calculated values
Frontier orbital gap   4.97 eV
Multiplicity   1
LUMO energy   5.69 eV
SMILES   O=P([O-])([O-])CBr
Total charge   -2

11.
Below is the molecule CH2BrOP in a non-equilibrium geometry, with properties calculated with wB97M-V/def2-TZVPD.

The geometry in XYZ format:
```
6
Properties=species:S:1:pos:R:3
C 0.366 0.626 1.196
O 0.238 -0.892 -2.252
P -1.112 -1.204 -1.810
Br -1.212 0.442 0.274
H 1.116 1.252 0.776
H 0.604 -0.224 1.816
```

Calculated values
Frontier orbital gap (alpha / beta)   7.21 / 5.37 eV
Multiplicity   1
LUMO energy (alpha / beta)   -0.97 / -1.34 eV

12.
Below is a cluster of 2 separate species, CH2BrP in total in a non-equilibrium geometry, with properties calculated with wB97M-V/def2-TZVPD.

The geometry in XYZ format:
```
5
Properties=species:S:1:pos:R:3
C -1.118 -0.717 0.378
P -1.746 -2.081 0.788
Br 2.239 1.871 -0.588
H -0.783 0.180 0.091
H 1.408 0.748 -0.669
```

Calculated values
Frontier orbital gap   10.65 eV
Multiplicity   1
LUMO energy   0.27 eV
SMILES   C#P.Br

13.
Below is a cluster of 2 separate species, CH2BrP in total in a non-equilibrium geometry, with properties calculated with wB97M-V/def2-TZVPD.

The geometry in XYZ format:
```
5
Properties=species:S:1:pos:R:3
C 1.291 -0.010 -1.142
P 2.626 0.720 -1.530
Br -1.765 0.480 1.350
H 0.484 -0.631 -0.750
H -2.636 -0.559 2.071
```

Calculated values
Frontier orbital gap   10.37 eV
Multiplicity   1
LUMO energy   0.30 eV
SMILES   C#P.Br

14.
Below is a cluster of 2 separate species, CH2Cl2S2 in total in a non-equilibrium geometry, with properties calculated with wB97M-V/def2-TZVPD.

The geometry in XYZ format:
```
7
Properties=species:S:1:pos:R:3
C 2.933 -0.315 -0.086
S -0.599 0.298 0.062
S -1.135 1.717 -1.268
Cl 3.158 1.278 0.403
Cl 3.972 -1.119 -1.140
H 1.825 -0.673 -0.031
H -1.580 -0.712 0.269
```

Calculated values
Frontier orbital gap (alpha / beta)   9.26 / 5.96 eV
Multiplicity   1
LUMO energy (alpha / beta)   -0.12 / -2.19 eV

15.
Below is a structure of composition CH2Cl3ISi in a non-equilibrium geometry, with properties calculated with wB97M-V/def2-TZVPD.

The geometry in XYZ format:
```
8
Properties=species:S:1:pos:R:3
C 0.142 -0.560 0.362
Si -1.382 -1.695 0.107
Cl -1.738 -2.680 1.783
Cl -0.986 -2.833 -1.532
Cl -3.006 -0.523 -0.281
I 1.952 -1.597 -0.072
H 0.052 0.537 -0.209
H 0.001 -0.422 1.456
```

Calculated values
Frontier orbital gap   9.71 eV
Multiplicity   1
LUMO energy   0.14 eV

16.
Below is the molecule CH2Cl3NS in a non-equilibrium geometry, with properties calculated with wB97M-V/def2-TZVPD.

The geometry in XYZ format:
```
8
Properties=species:S:1:pos:R:3
C 2.203 0.054 -0.668
N -2.388 -0.142 0.251
S -1.249 0.170 1.436
Cl 3.057 1.453 -0.192
Cl 2.862 -1.435 -0.038
Cl 0.542 0.158 -0.383
H -2.321 -0.984 -0.313
H -2.706 0.727 -0.093
```

Calculated values
Frontier orbital gap (alpha / beta)   7.90 / 7.21 eV
Multiplicity   1
LUMO energy (alpha / beta)   -0.83 / -1.07 eV

17.
Below is a structure of composition CH2Cl4N2 in a non-equilibrium geometry, with properties calculated with wB97M-V/def2-TZVPD.

The geometry in XYZ format:
```
9
Properties=species:S:1:pos:R:3
C 1.125 -0.073 0.069
N 0.272 0.779 0.658
N -2.337 -0.699 -0.808
Cl 1.594 0.162 -1.644
Cl 0.838 2.362 0.838
Cl -2.679 -2.072 0.207
Cl -1.809 0.530 -0.036
H 0.748 -1.073 0.216
H 2.247 0.084 0.500
```

Calculated values
Frontier orbital gap (alpha / beta)   7.30 / 8.35 eV
Multiplicity   1
LUMO energy (alpha / beta)   -1.94 / -1.44 eV

18.
Below is the molecule CH2ClF2NS in a non-equilibrium geometry, with properties calculated with wB97M-V/def2-TZVPD.

The geometry in XYZ format:
```
8
Properties=species:S:1:pos:R:3
C 1.026 -0.025 -0.139
N 0.120 -0.345 -1.126
F -1.625 -1.213 0.867
F -1.860 0.967 0.385
S -1.696 -0.390 -0.536
Cl 1.135 1.795 0.186
H 1.979 -0.219 -0.414
H 0.920 -0.571 0.777
```

Calculated values
Frontier orbital gap (alpha / beta)   8.53 / 8.53 eV
Multiplicity   1
LUMO energy (alpha / beta)   -1.26 / -1.26 eV

19.
Below is a cluster of 2 separate species, CH2ClFO3 in total in a non-equilibrium geometry, with properties calculated with wB97M-V/def2-TZVPD.

The geometry in XYZ format:
```
8
Properties=species:S:1:pos:R:3
C -1.255 0.165 0.492
O 1.826 -0.681 -0.812
O 0.141 0.819 -0.845
O 1.312 0.606 -0.316
F -2.051 1.265 0.657
Cl -2.054 -1.166 -0.168
H -0.511 -0.267 1.250
H 2.593 -0.741 -0.258
```

Calculated values
Frontier orbital gap (alpha / beta)   8.93 / 8.93 eV
Multiplicity   1
LUMO energy (alpha / beta)   -0.27 / -0.27 eV

20.
Below is the molecule CH2ClFP2 in a non-equilibrium geometry, with properties calculated with wB97M-V/def2-TZVPD.

The geometry in XYZ format:
```
7
Properties=species:S:1:pos:R:3
C 1.039 -0.376 -0.373
F -2.017 1.933 1.680
P -0.572 -0.306 0.167
P -0.959 1.657 0.352
Cl 1.421 -1.550 -1.489
H 1.829 0.395 -0.168
H -0.743 -1.752 -0.169
```

Calculated values
Frontier orbital gap (alpha / beta)   6.83 / 6.83 eV
Multiplicity   1
LUMO energy (alpha / beta)   -1.17 / -1.17 eV
SMILES   FP=[PH]=CCl

The records above give, respectively, energy above the lowest of the compared OMol25 structures with the same formula, charge and spin values of 612.9; 2343.9; 289.1; 108.7; 19.1; 219.9; 223.4; 160.1; 62.6; 14.5; 287.2; 130.9; 136.6; 226.2; 19.3; 245.4; 329.6; 271.3; 168.9; 262.3 kJ/mol.